ORCA calculation (ωB97M-V with the def2-TZVPD basis set) on C2H7N3O2 in the gas phase at a distorted geometry.

Each line ends with the natural charge from an NBO analysis.
CARTESIAN COORDINATES (ANGSTROEM)
C: -0.426 0.382 1.368  -0.636
C: 0.333 -0.054 -0.272  0.384
N: -0.066 0.943 -1.137  -0.858
N: -0.001 -1.464 -0.674  -0.832
N: 1.842 0.012 -0.109  0.501
O: 2.369 0.719 -0.912  -0.357
O: 2.362 -0.721 0.698  -0.393
H: -0.454 -0.549 2.077  0.225
H: -1.422 0.827 1.158  0.219
H: 0.264 1.168 1.745  0.209
H: 0.157 0.912 -2.162  0.401
H: -0.105 1.834 -0.783  0.380
H: 0.413 -1.854 0.159  0.375
H: -0.990 -1.644 -0.761  0.382

Force components x, y, z for each atom (eV/Å):
1.9 -1.3 -1.7
-3.7 0.1 2.3
-1.2 -2.1 -2.9
2.1 2.5 0.6
-0.8 -1.2 -0.4
1.7 0.7 -0.1
0.4 -0.1 0.5
0.1 1.9 -1.5
0.7 -0.6 0.0
-0.6 -0.6 0.1
0.0 -0.3 1.9
0.0 2.2 0.9
-0.4 -1.6 0.0
-0.1 0.3 0.4

The net charge is 0. The value obtained for the relative energy (zero: lowest compared OMol25 entry of this formula, charge and spin) is 120.9 kcal/mol. The molar mass is 105.10 g mol⁻¹. As for the HOMO energy: -9.69 eV.

***

ORCA calculation (ωB97M-V with the def2-TZVPD basis set) on a molecular structure, C23H25N2OSSm at a distorted geometry.

Each line ends with the Mulliken spin population.
CARTESIAN COORDINATES (ANGSTROEM)
C: 2.301 0.137 3.184  0.003
C: 2.371 -0.532 1.922  -0.016
C: 2.248 0.442 0.888  -0.011
H: 2.541 -1.595 1.764  0.003
C: 2.114 1.722 1.515  -0.004
C: 2.140 1.530 2.932  -0.021
H: 2.104 2.677 0.992  0.001
C: -1.332 -1.868 3.105  0.007
C: -0.162 -2.328 2.439  -0.010
C: -0.369 -2.189 1.034  0.002
H: 0.714 -2.776 2.914  0.003
C: -1.675 -1.652 0.821  -0.012
C: -2.262 -1.447 2.111  -0.020
H: 2.358 0.270 -0.186  0.003
H: 2.110 2.309 3.694  0.000
H: 2.422 -0.323 4.165  0.003
H: -3.275 -1.073 2.290  0.001
H: 0.311 -2.524 0.248  0.002
H: -1.523 -1.898 4.182  0.002
Sm: -0.068 0.332 2.086  5.068
C: -2.433 -1.540 -0.496  0.001
C: -3.803 -2.223 -0.391  -0.001
C: -1.641 -2.185 -1.640  0.000
H: -3.707 -3.276 -0.107  0.000
H: -4.318 -2.187 -1.359  0.000
H: -4.453 -1.726 0.337  0.000
H: -1.506 -3.260 -1.444  0.000
H: -0.651 -1.726 -1.773  0.000
H: -2.193 -2.093 -2.586  0.000
C: -2.720 -0.032 -0.814  -0.001
C: -1.514 0.858 -0.919  -0.002
H: -3.373 0.379 -0.018  0.000
H: -3.262 0.018 -1.775  0.000
O: -0.789 1.103 0.108  0.008
N: -1.245 1.430 -2.081  0.001
C: -0.225 2.483 -2.286  -0.001
H: -1.846 1.225 -2.877  0.000
C: 1.128 1.952 -2.662  0.001
C: 2.272 2.621 -2.210  0.000
H: 2.133 3.532 -1.624  0.000
C: 3.542 2.126 -2.499  0.000
H: 4.422 2.647 -2.115  0.000
C: 3.664 0.966 -3.275  0.000
H: 4.655 0.569 -3.497  0.000
C: 2.525 0.328 -3.777  0.000
H: 2.619 -0.558 -4.405  0.000
C: 1.252 0.827 -3.475  0.000
H: 0.353 0.345 -3.866  0.000
H: -0.149 3.085 -1.377  0.000
H: -0.612 3.110 -3.099  0.000
S: -1.088 1.571 4.321  -0.013
C: -0.327 0.565 5.403  0.003
N: 0.223 -0.149 6.175  -0.002

Force components x, y, z for each atom (eV/Å):
0.4 0.1 -0.5
0.5 0.6 0.0
0.6 0.3 0.5
-0.1 0.3 0.1
0.4 -0.5 0.3
0.5 -0.2 -0.4
-0.2 -0.3 0.2
0.0 -0.2 -0.3
-0.4 0.0 0.1
-0.4 0.1 0.0
-0.4 0.3 -0.2
0.0 -0.5 0.8
0.4 0.1 -0.2
-0.2 0.0 0.4
-0.1 -0.3 -0.3
-0.3 0.1 -0.3
0.5 -0.1 0.0
-0.2 0.2 0.3
0.2 0.2 -0.5
-0.8 -1.2 0.5
0.4 0.5 0.2
-0.2 0.0 -0.1
0.0 0.0 -0.1
0.1 0.2 0.0
0.1 0.0 0.1
0.2 -0.1 0.0
0.0 0.4 0.0
-0.2 -0.1 0.1
0.1 0.0 0.2
-0.3 -0.2 -0.4
0.8 0.2 1.8
0.4 -0.1 -0.4
0.0 0.0 0.4
-1.4 0.2 -2.5
0.1 0.5 -0.6
-0.5 -0.2 -0.1
0.2 0.0 0.6
0.5 -0.1 0.0
-0.2 -0.2 -0.1
0.2 -0.3 0.0
-0.2 -0.1 -0.2
-0.3 -0.3 -0.2
-0.1 0.1 0.1
-0.3 0.1 0.0
-0.1 0.2 0.1
0.0 0.2 0.2
0.4 0.0 0.1
0.3 0.0 0.1
-0.1 -0.1 -0.1
0.0 0.0 0.2
-0.5 0.6 0.0
1.6 -2.1 2.1
-1.4 1.8 -2.0

The net charge is 0. The expectation value of S² is 8.763. As for the multiplicity: 6. The molar mass is 527.89 g mol⁻¹. As for the HOMO energy (alpha / beta): -7.79 / -7.81 eV.

***

ORCA calculation (ωB97M-V with the def2-TZVPD basis set) on 13 unconnected molecules or ions with the total composition C50H51F6N7.

Each line ends with the Mulliken charge.
CARTESIAN COORDINATES (ANGSTROEM)
F: 0.493 -0.630 2.572  -0.411
C: 0.444 0.013 1.388  0.177
C: -0.646 0.815 1.104  -0.674
C: -0.648 1.472 -0.119  -0.489
C: 0.370 1.284 -1.037  -0.392
C: 1.406 0.407 -0.767  -0.608
C: 1.451 -0.218 0.475  0.041
H: -1.381 0.997 1.877  0.709
H: -1.523 2.078 -0.322  0.268
H: 0.341 1.826 -1.973  0.540
H: 2.251 0.239 -1.423  0.339
H: 2.272 -0.864 0.743  0.265
F: 0.276 2.938 3.299  -0.248
C: 1.272 3.848 3.205  0.455
C: 0.906 5.186 3.135  -0.517
C: 1.933 6.113 3.054  -0.388
C: 3.263 5.719 3.051  -0.607
C: 3.588 4.371 3.089  -0.495
C: 2.578 3.418 3.173  -0.395
H: -0.146 5.430 3.165  0.495
H: 1.689 7.169 3.034  0.384
H: 4.044 6.466 3.003  0.401
H: 4.619 4.044 3.089  0.402
H: 2.790 2.357 3.212  0.516
F: -4.511 2.890 -3.732  -0.389
C: -4.542 1.665 -3.172  0.160
C: -5.170 0.616 -3.801  -0.371
C: -5.181 -0.631 -3.176  -0.811
C: -4.530 -0.815 -1.964  -0.541
C: -3.875 0.248 -1.359  0.052
C: -3.896 1.495 -1.957  -0.509
H: -5.727 0.790 -4.714  0.493
H: -5.675 -1.455 -3.672  0.440
H: -4.443 -1.833 -1.605  0.584
H: -3.352 0.161 -0.415  0.468
H: -3.395 2.364 -1.546  0.423
F: -3.334 0.276 8.921  -0.326
C: -2.615 0.187 7.780  0.321
C: -2.456 -1.042 7.173  -0.502
C: -1.706 -1.128 6.007  -0.410
C: -1.066 -0.005 5.497  -0.396
C: -1.201 1.207 6.150  -0.361
C: -2.010 1.323 7.277  -0.515
H: -2.948 -1.933 7.541  0.402
H: -1.619 -2.099 5.539  0.457
H: -0.346 -0.102 4.697  0.511
H: -0.681 2.108 5.851  0.384
H: -2.235 2.282 7.724  0.418
F: -6.557 -3.795 -0.065  -0.376
C: -5.767 -2.989 0.674  0.380
C: -4.545 -3.479 1.099  -0.529
C: -3.709 -2.647 1.830  -0.440
C: -4.101 -1.348 2.125  -0.526
C: -5.344 -0.897 1.705  -0.582
C: -6.184 -1.706 0.947  -0.368
H: -4.266 -4.486 0.818  0.458
H: -2.755 -3.080 2.104  0.571
H: -3.427 -0.693 2.664  0.578
H: -5.633 0.126 1.914  0.398
H: -7.140 -1.327 0.613  0.453
F: 2.484 -2.712 -1.235  0.007
C: 2.230 -3.295 -2.430  -0.088
C: 2.127 -4.672 -2.461  -0.376
C: 1.969 -5.288 -3.694  -0.510
C: 1.894 -4.537 -4.857  -0.564
C: 1.921 -3.149 -4.792  -0.739
C: 2.101 -2.523 -3.567  0.086
H: 2.239 -5.255 -1.556  0.499
H: 1.917 -6.368 -3.735  0.403
H: 1.794 -5.020 -5.820  0.390
H: 1.854 -2.552 -5.690  0.433
H: 2.123 -1.445 -3.453  0.508
C: 5.177 -0.908 -2.487  0.184
C: 6.201 -0.097 -1.837  0.108
N: 7.006 0.543 -1.331  -0.433
H: 4.487 -0.261 -3.024  -0.013
H: 4.621 -1.442 -1.713  -0.247
H: 5.609 -1.644 -3.159  0.455
C: 0.252 4.706 -0.753  0.033
C: -1.197 4.856 -0.689  0.442
N: -2.337 4.964 -0.633  -0.500
H: 0.590 4.064 0.061  -0.012
H: 0.755 5.666 -0.697  0.412
H: 0.494 4.173 -1.671  -0.218
C: -1.043 -2.187 -1.251  1.412
C: -0.929 -3.222 -0.228  0.050
N: -0.900 -4.057 0.556  -0.655
H: -1.832 -2.472 -1.940  0.662
H: -0.114 -1.928 -1.751  -0.670
H: -1.294 -1.260 -0.725  -0.803
C: 7.039 -1.219 1.351  -1.007
C: 5.645 -0.904 1.631  0.473
N: 4.547 -0.621 1.825  -0.385
H: 7.603 -0.296 1.255  0.313
H: 7.094 -1.737 0.394  0.247
H: 7.448 -1.895 2.099  0.345
C: 2.319 -3.345 1.956  0.191
C: 1.979 -4.634 2.540  0.040
N: 1.721 -5.658 2.984  -0.451
H: 1.604 -3.165 1.152  -0.362
H: 3.286 -3.435 1.457  0.209
H: 2.380 -2.509 2.644  0.311
C: 2.175 2.396 -4.229  0.162
C: 1.600 2.702 -5.540  0.194
N: 1.126 2.908 -6.565  -0.447
H: 1.805 1.428 -3.900  -0.339
H: 1.896 3.193 -3.541  0.051
H: 3.261 2.401 -4.306  0.388
C: -2.009 1.389 -5.711  -1.092
C: -1.205 0.667 -4.733  0.426
N: -0.568 0.120 -3.945  -0.237
H: -1.358 1.733 -6.513  0.391
H: -2.418 2.273 -5.214  0.219
H: -2.869 0.806 -6.028  0.335

Force components x, y, z for each atom (eV/Å):
0.1 0.1 0.1
-0.2 -0.3 -0.2
0.6 0.2 0.2
-0.6 -0.3 0.4
0.0 0.1 -0.5
0.1 0.2 0.8
0.2 -0.2 -0.1
-0.2 -0.1 -0.1
0.2 0.2 -0.2
-0.1 -0.1 -0.1
-0.2 0.1 -0.3
0.0 0.0 0.0
0.1 -0.1 0.0
-0.4 0.3 -0.1
0.4 -0.6 0.0
-0.3 0.4 0.1
0.1 -0.1 -0.2
-0.2 -0.1 0.1
0.1 -0.2 0.0
0.0 0.2 0.0
0.0 0.0 -0.1
0.0 0.0 0.0
0.0 0.0 -0.1
0.0 0.0 0.0
-0.1 0.0 -0.2
0.3 -0.3 0.5
-0.6 0.1 -0.1
0.2 0.4 -0.1
0.3 -0.5 -0.5
-0.1 0.3 0.0
0.1 0.5 -0.3
0.2 0.0 -0.1
0.0 -0.1 0.1
-0.2 0.2 0.4
0.0 -0.3 0.0
-0.1 -0.1 0.2
-0.1 0.0 -0.2
0.3 0.0 0.1
-0.3 -0.3 -0.3
-0.1 0.1 0.2
0.6 -0.2 0.2
-0.3 0.5 0.5
-0.3 -0.1 -0.1
0.0 0.1 0.2
0.1 0.1 -0.1
-0.3 0.0 -0.2
0.0 -0.2 -0.4
0.3 0.0 0.2
-0.1 0.0 0.0
0.2 -0.1 0.0
-0.3 0.1 -0.2
0.0 -0.4 -0.3
0.2 -0.1 0.1
0.2 0.2 -0.2
-0.1 0.3 0.4
0.1 0.0 0.1
0.1 0.4 0.2
-0.1 0.0 0.1
-0.1 0.0 0.0
0.0 -0.2 -0.1
-0.1 0.3 0.0
0.0 -0.6 -0.2
0.3 0.0 0.0
0.0 -0.1 0.1
-0.2 0.2 -0.2
0.3 -0.1 0.1
0.0 0.4 0.4
-0.1 0.1 0.0
0.0 0.0 0.0
0.0 -0.1 0.0
-0.1 0.0 0.0
0.0 0.0 -0.2
-0.2 -0.1 0.4
-0.1 -0.1 -0.3
0.1 0.1 0.1
0.0 0.0 -0.1
-0.1 0.0 -0.1
0.1 0.1 -0.1
-0.1 -0.4 0.1
0.3 0.1 0.1
-0.3 0.0 0.0
0.0 0.1 0.1
0.0 0.0 -0.1
0.1 0.2 -0.1
-0.1 0.5 0.7
0.2 0.1 -0.6
0.1 -0.2 0.3
0.1 0.2 -0.2
0.1 -0.5 -0.2
-0.4 0.0 -0.2
-0.1 -0.3 -0.3
-0.2 0.2 0.0
0.2 -0.1 0.0
0.1 0.0 0.1
0.0 0.1 0.0
0.0 0.2 0.2
0.3 -0.3 -0.9
0.1 0.4 0.3
0.0 -0.2 0.1
-0.1 0.3 0.2
0.1 0.0 0.1
-0.2 -0.1 0.2
0.1 0.4 -0.4
0.0 -0.2 0.0
0.0 0.0 0.1
0.0 0.0 0.1
-0.1 -0.2 0.1
0.0 -0.1 0.0
0.0 0.5 0.5
0.1 -0.3 0.3
-0.1 0.1 -0.3
-0.2 -0.2 -0.2
0.1 0.0 0.0
0.2 -0.2 -0.2

The net charge is 0. The value obtained for the relative energy (zero: lowest compared OMol25 entry of this formula, charge and spin) is 0.0 kcal/mol. The molar mass is 864.00 g mol⁻¹. As for the HOMO energy: -9.10 eV.

***

ORCA calculation (ωB97M-V with the def2-TZVPD basis set) on a molecular structure, C25H34InNOSi at a distorted geometry.

Each line ends with the natural charge from an NBO analysis.
CARTESIAN COORDINATES (ANGSTROEM)
C: 2.991 -0.445 2.858  -0.358
C: 2.834 -1.195 1.664  -0.292
C: 2.372 -0.330 0.643  -0.252
H: 3.076 -2.248 1.531  0.225
C: 2.257 0.976 1.168  -0.347
C: 2.652 0.930 2.555  -0.442
H: 2.024 1.879 0.601  0.228
C: -0.746 -2.155 2.539  -0.476
C: 0.305 -2.933 1.926  -0.256
C: 0.091 -2.964 0.542  -0.285
H: 1.116 -3.424 2.465  0.213
C: -1.133 -2.270 0.258  -0.041
C: -1.634 -1.768 1.464  -0.332
H: 2.193 -0.610 -0.393  0.259
H: 2.866 1.787 3.191  0.241
H: 3.425 -0.790 3.797  0.234
H: -2.560 -1.208 1.576  0.202
H: 0.713 -3.448 -0.213  0.218
H: -1.013 -2.197 3.599  0.232
In: 0.398 0.075 3.050  1.101
C: -1.870 -2.216 -1.061  -0.058
C: -3.284 -2.777 -0.872  -0.589
C: -1.191 -3.099 -2.122  -0.615
H: -3.239 -3.836 -0.597  0.217
H: -3.838 -2.701 -1.812  0.196
H: -3.846 -2.248 -0.098  0.205
H: -1.247 -4.151 -1.815  0.212
H: -0.143 -2.821 -2.271  0.239
H: -1.722 -2.990 -3.075  0.199
C: -1.990 -0.728 -1.508  -0.484
C: -0.727 -0.080 -2.072  0.689
H: -2.323 -0.115 -0.654  0.229
H: -2.784 -0.656 -2.271  0.210
O: 0.393 -0.570 -1.917  -0.626
N: -0.956 1.062 -2.787  -0.620
C: 0.072 2.028 -3.176  -0.230
H: -1.895 1.445 -2.721  0.391
C: 1.457 1.463 -3.350  -0.013
C: 2.528 2.113 -2.726  -0.212
H: 2.330 3.050 -2.201  0.203
C: 3.804 1.535 -2.728  -0.230
H: 4.613 2.025 -2.178  0.215
C: 4.031 0.341 -3.420  -0.164
H: 5.016 -0.129 -3.400  0.206
C: 2.980 -0.253 -4.136  -0.224
H: 3.140 -1.184 -4.682  0.213
C: 1.712 0.328 -4.134  -0.185
H: 0.901 -0.122 -4.715  0.213
H: 0.122 2.823 -2.418  0.189
H: -0.258 2.496 -4.113  0.208
C: -2.896 1.676 1.991  -1.116
Si: -1.392 1.951 3.069  1.139
C: -0.640 3.551 2.439  -1.117
C: -1.917 2.115 4.855  -1.124
H: -2.614 1.721 0.929  0.237
H: -3.627 2.477 2.187  0.241
H: -3.389 0.716 2.186  0.243
H: -1.265 4.406 2.743  0.239
H: 0.374 3.712 2.826  0.241
H: -0.598 3.526 1.342  0.240
H: -2.466 3.053 4.991  0.238
H: -2.561 1.279 5.159  0.243
H: -1.021 2.121 5.494  0.237

Force components x, y, z for each atom (eV/Å):
-0.2 -0.4 -0.3
0.3 0.6 0.0
0.4 -0.2 0.4
-0.3 0.3 0.1
0.1 -0.1 0.7
-0.7 0.1 -0.4
0.0 -0.3 0.3
0.8 1.1 0.2
0.1 -0.3 -0.9
-0.2 -0.2 1.1
-0.3 0.2 -0.2
-0.1 0.0 1.2
0.1 0.1 -0.6
-0.1 0.1 0.4
-0.1 -0.2 -0.1
-0.1 0.1 -0.3
0.2 -0.2 0.0
-0.1 0.2 0.4
-0.2 -0.3 -0.3
0.3 -0.9 -1.6
0.4 0.3 0.0
-0.2 0.1 0.0
0.1 0.2 0.0
0.0 0.2 0.0
-0.1 0.0 0.0
0.1 0.0 -0.1
0.0 0.2 -0.1
-0.3 -0.1 0.0
0.1 -0.1 0.0
-0.3 -0.2 -0.4
1.0 -1.0 0.4
0.1 -0.2 -0.2
0.2 0.1 0.1
-1.3 0.6 0.1
-0.2 0.2 0.1
-0.1 0.3 -0.1
0.3 -0.2 -0.1
0.7 0.0 -0.3
-0.2 -0.6 0.0
0.2 -0.3 0.0
0.0 0.0 -0.2
-0.3 -0.2 -0.3
-0.3 0.1 0.1
-0.3 0.2 0.0
-0.1 0.4 0.0
0.0 0.3 0.1
0.2 0.1 0.1
0.2 0.0 0.4
0.0 -0.1 -0.2
0.0 -0.1 0.1
-0.2 -0.3 -0.1
-0.1 0.3 0.1
0.2 0.1 0.1
0.1 0.0 0.2
-0.1 -0.1 0.2
0.2 -0.2 0.0
0.1 0.2 -0.1
0.1 -0.2 -0.1
-0.2 0.1 -0.1
0.1 0.0 0.2
0.0 -0.1 0.1
0.2 0.2 0.0
-0.4 0.1 0.0

The net charge is 0. The molar mass is 507.46 g mol⁻¹. As for the HOMO energy: -6.99 eV.